Entry 1:
A structure of composition C41H44ClILuN2OS3Si, computed with ωB97M-V/def2-TZVPD.

Element x y z (Å)
Lu -0.4847 0.7232 0.6227
C -0.6299 -2.9490 3.4551
C 0.2526 -3.6789 2.4291
S 0.9457 -2.5760 1.1815
C 0.5956 -3.4550 -0.3452
C -0.8771 -3.6543 -0.7068
S -1.8885 -2.1541 -0.6804
C -3.2371 -2.6683 0.4026
C -2.8742 -3.0134 1.8530
S -1.8271 -1.8112 2.7410
H -1.1503 -3.6671 4.0925
H -0.0123 -2.3185 4.1007
H 1.0812 -4.1631 2.9496
H -0.3099 -4.4598 1.9132
H 1.0885 -2.8500 -1.1051
H 1.1008 -4.4217 -0.3141
H -0.9097 -4.0408 -1.7263
H -1.3569 -4.3930 -0.0580
H -3.9086 -1.8190 0.3784
H -3.7581 -3.5216 -0.0403
H -3.7925 -3.1381 2.4264
H -2.3389 -3.9618 1.8860
C 3.1466 -0.3902 0.6760
Si 2.7516 0.4230 2.2982
C 3.0536 -0.8196 3.6801
C 4.0359 1.7756 2.4672
N 1.1364 1.0904 2.3338
C 0.8453 1.9821 3.3644
C 1.5017 1.9919 4.6199
C 1.2832 2.9659 5.5857
C 0.3775 3.9924 5.3542
C -0.3381 3.9760 4.1647
C -0.1359 2.9698 3.2382
O -0.9220 2.9269 2.0642
C -2.2218 3.4212 2.2413
C -3.0712 2.9120 3.2065
C -4.3578 3.4117 3.2937
C -4.7908 4.4130 2.4220
C -3.9151 4.9199 1.4749
C -2.6143 4.4278 1.3949
H 4.0243 0.1061 0.2311
H 2.3344 -0.3205 -0.0561
H 3.3793 -1.4550 0.8052
H 3.6038 -1.6856 3.2890
H 2.1066 -1.1861 4.1076
H 3.6419 -0.3831 4.4998
H 5.0201 1.3227 2.6597
H 3.8231 2.4833 3.2759
H 4.1029 2.3456 1.5291
H 2.2115 1.1960 4.8342
H 1.8310 2.9188 6.5204
H 0.2101 4.7767 6.0836
H -1.0825 4.7372 3.9670
H -2.7297 2.1189 3.8603
H -5.0366 3.0022 4.0348
H -5.8049 4.7888 2.4829
H -4.2338 5.7010 0.7948
H -1.9069 4.8170 0.6716
C 0.4693 -0.0192 -1.3158
C 0.7848 -0.6642 -2.3359
C 1.1023 -1.4527 -3.4494
C 0.4079 -1.1704 -4.7030
C -0.7035 -0.2821 -4.7449
C -1.3435 0.0509 -5.9329
C -0.9291 -0.4759 -7.1562
C 0.1585 -1.3446 -7.1446
C 0.8104 -1.6850 -5.9628
C 2.1067 -2.5144 -3.2775
C 3.1617 -2.3744 -2.3533
C 4.0714 -3.3972 -2.1065
C 3.9849 -4.6131 -2.7804
C 2.9508 -4.7778 -3.6983
C 2.0326 -3.7592 -3.9375
H -1.0552 0.1355 -3.8062
H -2.1914 0.7325 -5.9023
H -1.4300 -0.2139 -8.0815
H 0.5139 -1.7658 -8.0797
H 1.6737 -2.3351 -6.0151
H 3.2453 -1.4357 -1.8178
H 4.8656 -3.2369 -1.3821
H 4.6960 -5.4114 -2.5908
H 2.8434 -5.7223 -4.2213
H 1.2108 -3.9373 -4.6207
Cl -2.9620 0.6285 0.9232
I -4.7536 3.9921 -2.8571
C -2.7465 3.5685 -2.5016
C -1.7658 4.0251 -3.3485
C -0.4590 3.7191 -3.0464
C -0.1925 2.9746 -1.9070
N -1.1361 2.5401 -1.0993
C -2.4000 2.8115 -1.3838
H -2.0146 4.5994 -4.2335
H 0.3539 4.0298 -3.6911
H 0.8164 2.6834 -1.6528
H -3.1456 2.4154 -0.7124

Output
* frontier orbital gap: 0.1579 Eh
* highest occupied orbital energy: -2.422 eV
* total charge: -1
* E_tot: -5251.1393 Ha
* relative energy (zero: lowest compared OMol25 entry of this formula, charge and spin): 75.8 kJ/mol
* LUMO energy: 1.873 eV

***

Entry 2:
A cluster of 5 separate species, C40H47N9O14P in total, computed with ωB97M-V/def2-TZVPD.

Element x y z (Å)
C -7.9172 -1.7287 0.3551
C -6.7545 -0.7678 0.1584
O -6.1101 -0.3764 1.3955
C -5.0602 -1.1321 1.7123
O -4.9885 -2.3027 1.4874
C -3.9280 -0.3940 2.3568
C -3.3610 0.6862 1.4102
C -1.8426 0.7442 1.5512
N -1.2880 2.1116 1.3142
C -0.2243 2.4414 2.1176
N -0.4504 3.2476 3.2074
P -1.9996 4.0200 3.3168
O -2.3503 4.7907 2.1453
O -3.0468 2.9136 3.7749
O -1.8098 4.9712 4.5782
N 1.0037 2.0381 1.8952
C 2.1483 2.4438 2.7255
C 2.6224 1.3905 3.7572
O 3.5337 0.6988 3.4441
N 2.0117 1.2425 5.0371
C 1.9437 2.5013 5.7811
C 0.7482 0.5142 4.9985
C 1.2922 1.1581 0.7862
C 1.7326 -0.1469 0.9597
C 1.9685 -0.8862 -0.1979
N 1.7889 -0.4585 -1.4492
C 1.3347 0.7915 -1.5976
C 1.0970 1.6138 -0.5073
H -7.5828 -2.7566 0.2659
H -8.6774 -1.4986 -0.3834
H -8.2983 -1.6243 1.3674
H -7.1367 0.1553 -0.2669
H -6.0173 -1.1634 -0.5387
H -3.1472 -1.1327 2.5174
H -4.1686 0.0304 3.3315
H -3.8281 1.6504 1.5703
H -3.5826 0.3544 0.3973
H -1.4981 0.3696 2.5156
H -1.4120 0.0765 0.8058
H -1.0480 2.2574 0.3407
H -0.1382 2.8170 4.0746
H -2.6429 2.1601 4.2227
H -1.7755 4.4387 5.3866
H 1.9656 3.4068 3.1961
H 2.9831 2.5754 2.0465
H 2.9159 2.9827 5.7742
H 1.1559 3.1951 5.4549
H 1.7234 2.2514 6.8151
H 0.9163 -0.5593 5.0358
H 0.1558 0.7548 5.8777
H 0.1329 0.7056 4.1115
H 1.8829 -0.5742 1.9362
H 2.3171 -1.9008 -0.0691
H 1.1477 1.1511 -2.5980
H 0.7091 2.6117 -0.6471
C 1.6387 -6.7685 -3.6818
C 2.3917 -5.6459 -3.3627
C 2.2047 -5.0088 -2.1471
C 1.2634 -5.5135 -1.2658
C 0.5007 -6.6264 -1.5687
C 0.6935 -7.2550 -2.7882
N 1.0726 -4.8568 0.0323
O 1.7400 -3.8613 0.2735
O 0.2648 -5.3291 0.7993
H 1.7933 -7.2643 -4.6307
H 3.1225 -5.2708 -4.0592
H 2.7876 -4.1353 -1.8954
H -0.2317 -7.0023 -0.8701
H 0.1069 -8.1273 -3.0403
C 8.2891 -7.4244 -2.2384
C 8.6897 -7.7860 -3.5177
C 7.8062 -7.6774 -4.5790
C 6.5309 -7.2016 -4.3384
C 6.1111 -6.8425 -3.0707
C 7.0004 -6.9571 -2.0151
N 5.5973 -7.0659 -5.4666
O 5.9799 -7.4099 -6.5618
O 4.4900 -6.6130 -5.2325
H 8.9833 -7.5067 -1.4128
H 9.6924 -8.1514 -3.6894
H 8.1122 -7.9578 -5.5757
H 5.1080 -6.4790 -2.9021
H 6.6889 -6.6796 -1.0177
C 1.0770 8.4103 1.0015
C 2.0567 8.0501 0.0840
C 1.8905 6.9226 -0.7021
C 0.7350 6.1750 -0.5550
C -0.2512 6.5129 0.3580
C -0.0720 7.6411 1.1408
N 0.5414 4.9907 -1.3971
O 1.4186 4.6787 -2.1708
O -0.5036 4.3701 -1.2597
H 1.2088 9.2956 1.6090
H 2.9491 8.6508 -0.0212
H 2.6482 6.6385 -1.4175
H -1.1461 5.9139 0.4623
H -0.8318 7.9228 1.8564
C -3.3978 4.1246 -2.9553
C -4.7104 3.9272 -3.3620
C -5.3050 2.6841 -3.2155
C -4.5700 1.6560 -2.6565
C -3.2583 1.8321 -2.2523
C -2.6704 3.0769 -2.4048
N -5.2035 0.3420 -2.4774
O -6.3438 0.2024 -2.8601
O -4.5464 -0.5357 -1.9430
H -2.9393 5.0979 -3.0678
H -5.2735 4.7434 -3.7922
H -6.3255 2.5259 -3.5307
H -2.6989 1.0122 -1.8263
H -1.6459 3.2327 -2.0937

Output
* frontier orbital gap: 0.2863 Eh
* highest occupied orbital energy: -11.441 eV
* total charge: +1
* E_tot: -3439.4403 Ha
* LUMO energy: -3.650 eV

***

Entry 3:
An isolated molecule of C3H6N4O2, computed with ωB97M-V/def2-TZVPD.

Element x y z (Å)
N -1.1994 0.4662 1.9215
C -0.4968 0.4189 0.6807
C -0.4849 1.3562 -0.3102
N -0.3090 0.6251 -1.4274
O 0.2928 1.2599 -2.4965
C 0.1103 -0.6317 -1.1942
O 0.6956 -1.5186 -1.8835
N 0.1647 -0.6907 0.2320
N 0.8165 -1.6778 1.0216
H -1.5989 1.4333 2.3351
H -0.4747 0.2458 2.6338
H -0.5444 2.4861 -0.2413
H 0.6929 0.5722 -3.0404
H 0.4447 -2.7541 0.9730
H 1.8904 -1.5906 0.7959

Output
* frontier orbital gap: 0.3028 Eh
* highest occupied orbital energy: -7.568 eV
* total charge: 0
* E_tot: -487.2704 Ha
* relative energy (zero: lowest compared OMol25 entry of this formula, charge and spin): 479.1 kJ/mol
* structure (SMILES): Nc1cn(O)c(=O)n1N
* LUMO energy: 0.672 eV

***

Entry 4:
A structure of composition C41H36IrN3O4P, computed with ωB97M-V/def2-TZVPD.

Element x y z (Å)
Ir 0.2945 -1.0306 -1.0833
O 0.3273 0.3408 1.3358
C 0.7804 0.3718 0.2219
C 1.7379 1.4666 -0.1787
C 2.1911 2.3830 0.7620
C 3.0561 3.3912 0.3635
C 3.4701 3.4902 -0.9605
C 3.0310 2.5684 -1.9011
C 2.1712 1.5585 -1.4973
P 1.5210 0.2241 -2.4972
C 1.5943 0.7029 -4.2218
C 2.7343 0.4783 -4.9918
C 2.7837 0.9297 -6.3015
C 1.7049 1.6144 -6.8426
C 0.5722 1.8528 -6.0764
C 0.5155 1.3997 -4.7687
C 2.6014 -1.2234 -2.2296
C 3.3753 -1.3469 -1.0726
C 4.0417 -2.5365 -0.7999
C 3.9470 -3.5984 -1.6820
C 3.1794 -3.4869 -2.8376
C 2.4989 -2.3173 -3.1074
H 1.8499 2.3061 1.7855
H 3.4056 4.1145 1.0880
H 4.1357 4.2888 -1.2588
H 3.3454 2.6359 -2.9356
H 3.5804 -0.0539 -4.5745
H 3.6673 0.7476 -6.8983
H 1.7485 1.9654 -7.8649
H -0.2664 2.3907 -6.4970
H -0.3666 1.5940 -4.1756
H 3.4797 -0.4999 -0.4065
H 4.6371 -2.6292 0.0987
H 4.4663 -4.5229 -1.4691
H 3.1049 -4.3258 -3.5167
H 1.8885 -2.2354 -3.9994
C -0.2576 -3.9496 6.0456
O -0.6389 -3.7339 4.6944
C -1.9582 -3.8285 4.3883
C -2.9738 -4.0890 5.2942
C -4.2891 -4.1745 4.8505
C -4.5906 -4.0224 3.5095
C -3.5724 -3.7777 2.5963
C -2.2634 -3.6565 3.0307
N -1.1732 -3.4329 2.1564
C -1.1213 -2.5352 1.1418
N -2.0746 -1.5971 1.0992
C -2.4354 -0.7654 0.0284
C -1.5954 -0.4061 -1.0192
C -2.1212 0.4457 -2.0030
C -3.4165 0.9117 -1.9423
C -4.2482 0.5589 -0.8809
C -3.7568 -0.2778 0.0986
O -4.4592 -0.6986 1.1875
C -5.7779 -0.2002 1.3603
N -0.1508 -2.5589 0.2446
C 0.6120 -3.7656 0.1027
C 0.4024 -4.5201 -1.0521
C 1.0287 -5.7345 -1.2539
C 1.8948 -6.2195 -0.2818
C 2.1353 -5.4766 0.8568
C 1.5100 -4.2470 1.0607
O 1.7560 -3.6698 2.2737
C 1.8209 -2.2484 2.4012
H 0.8234 -3.8515 6.0701
H -0.5410 -4.9506 6.3770
H -0.7072 -3.2023 6.7025
H -2.7521 -4.2224 6.3427
H -5.0755 -4.3733 5.5657
H -5.6105 -4.1124 3.1624
H -3.7989 -3.6936 1.5415
H -0.2925 -3.8247 2.4611
H -2.7262 -1.5805 1.8725
H -1.4933 0.7432 -2.8262
H -3.7930 1.5665 -2.7170
H -5.2590 0.9354 -0.8348
H -5.7754 0.8882 1.4430
H -6.1431 -0.6353 2.2858
H -6.4213 -0.5064 0.5331
H -0.3057 -4.1386 -1.7798
H 0.8281 -6.3062 -2.1498
H 2.3817 -7.1772 -0.4102
H 2.8028 -5.8302 1.6317
H 2.4261 -2.0638 3.2857
H 0.8404 -1.7975 2.5387
H 2.3013 -1.8051 1.5287

Output
* frontier orbital gap: 0.2777 Eh
* highest occupied orbital energy: -10.318 eV
* total charge: +1
* E_tot: -2494.7275 Ha
* relative energy (zero: lowest compared OMol25 entry of this formula, charge and spin): 0.0 kJ/mol
* LUMO energy: -2.760 eV

***

Entry 5:
A structure of composition C4H6N2O, computed with ωB97M-V/def2-TZVPD.

Element x y z (Å)
C 1.3763 1.1373 1.3010
C -0.1713 0.3718 -0.2600
C -1.2697 0.3768 -1.1168
C -2.3116 0.2611 -1.8541
H 1.9932 0.1506 0.8113
H 1.9044 2.2245 1.4950
H 0.8550 0.5201 1.9885
H 1.1951 -1.1549 0.8526
H -1.0943 -2.2239 -0.7651
H -3.1808 -0.2872 -2.3796
N 0.3599 1.4956 0.1730
N 0.2318 -0.9550 0.3275
O 0.1119 -1.9166 -0.5734

Output
* frontier orbital gap: 0.3390 Eh
* highest occupied orbital energy: -8.891 eV
* total charge: 0
* E_tot: -340.4719 Ha
* relative energy (zero: lowest compared OMol25 entry of this formula, charge and spin): 848.0 kJ/mol
* LUMO energy: 0.334 eV

***

Entry 6:
A cluster of 6 separate species, C47H75BrN2O18S2 in total, computed with ωB97M-V/def2-TZVPD.

Element x y z (Å)
C -4.7410 -1.1207 2.6930
C -4.0632 -2.3899 1.9201
O -2.6323 -2.4593 2.1863
C -1.9223 -2.8292 0.9650
C -0.3643 -3.1918 1.2583
C 0.5866 -2.2937 0.3190
C 1.1536 -0.9785 1.1064
C 0.8553 0.3577 0.2703
C 1.3820 1.7099 0.9461
C 2.9346 2.1233 0.8244
C 3.8489 1.1024 -0.0091
C 3.9624 1.4457 -1.5840
C 4.7073 0.1908 -2.3089
C 5.0628 0.4874 -3.8546
N 5.0160 -0.8608 -4.5608
C 1.1438 1.8231 2.5574
Br -0.6507 1.3045 3.2701
O 1.1468 3.2716 2.7689
C 0.3753 3.9649 1.7571
O -0.1815 5.0839 1.8647
C 0.3784 2.9238 0.5357
C 0.4523 3.4586 -0.9725
C -0.6485 4.5636 -1.3490
C -2.1688 4.1129 -1.0921
S -3.2773 4.3496 -2.6015
C -3.4265 2.5892 -3.2470
S -4.2295 1.4913 -2.2826
N -2.7789 2.3288 -4.5522
C -1.4931 1.6354 -4.3253
C -0.2279 2.3144 -4.9715
C 1.1856 1.6876 -4.8441
C 1.3218 0.3726 -4.0340
C 0.0972 -0.3525 -3.3612
C -1.2951 0.3025 -3.5526
C -3.6513 1.6342 -5.5147
C -5.2026 1.6584 -5.5332
C -6.0717 0.8901 -6.5949
C -5.3880 0.0470 -7.7299
C -3.8365 0.0545 -7.7473
C -2.9702 0.8148 -6.6773
H -5.6083 -1.4718 3.3686
H -5.2060 -0.4617 1.8775
H -3.9270 -0.5903 3.2972
H -4.3047 -2.3419 0.7927
H -4.5797 -3.3498 2.3049
H -2.3988 -3.7624 0.5041
H -2.0120 -1.9931 0.1759
H -0.1854 -2.9567 2.3615
H -0.1330 -4.2934 1.0769
H -0.0083 -1.9857 -0.6115
H 1.4442 -2.9796 -0.0425
H 2.2630 -1.1926 1.2903
H 0.6492 -0.9980 2.1419
H 1.3434 0.2187 -0.7658
H -0.2822 0.3842 0.0826
H 3.0396 3.1737 0.3696
H 3.3669 2.1745 1.8848
H 4.9232 1.1827 0.4112
H 3.5565 0.0031 0.0819
H 2.8908 1.5986 -1.9642
H 4.6003 2.4068 -1.6826
H 5.6734 -0.0185 -1.7367
H 3.9919 -0.7129 -2.1994
H 4.1555 1.0714 -4.2766
H 6.0524 1.0310 -4.0117
H 5.9633 -1.0865 -4.9054
H 4.4380 -0.7717 -5.4215
H 1.9149 1.2992 3.2347
H -0.6453 2.4171 0.6183
H 1.4836 3.9722 -1.0927
H 0.4430 2.5684 -1.7029
H -0.5136 4.7813 -2.4778
H -0.4476 5.5797 -0.8330
H -2.1644 2.9936 -0.8439
H -2.6583 4.6781 -0.2314
H -0.3714 3.2889 -5.5716
H 2.1013 2.1758 -5.3405
H 2.3276 -0.1500 -3.9046
H 0.1859 -1.3126 -2.7570
H -2.1904 -0.2458 -3.0936
H -5.7864 2.2404 -4.7509
H -7.2124 0.8858 -6.5883
H -5.9717 -0.5461 -8.5131
H -3.2853 -0.5176 -8.5771
H -1.8433 0.7322 -6.8177
C 4.6647 -6.2226 4.3834
O 3.5614 -5.4206 3.9648
C 3.3846 -4.3046 4.6908
O 4.0624 -3.9520 5.6265
O 2.3225 -3.6489 4.1946
C 2.0144 -2.4328 4.8748
H 4.7111 -7.0935 3.7288
H 5.6016 -5.6689 4.2889
H 4.5222 -6.5688 5.4096
H 2.8458 -1.7277 4.7998
H 1.7659 -2.6276 5.9207
H 1.1425 -1.9901 4.3907
C -2.3768 1.9371 -10.5730
O -1.7590 0.8085 -11.1911
C -1.7086 0.8729 -12.5324
O -2.1289 1.7745 -13.2152
O -1.1078 -0.2431 -12.9805
C -0.9846 -0.3110 -14.3999
H -2.3626 1.7778 -9.4943
H -1.8203 2.8507 -10.7942
H -3.4168 2.0307 -10.8936
H -0.3726 0.5129 -14.7736
H -1.9692 -0.3066 -14.8729
H -0.4874 -1.2498 -14.6468
C 0.7096 -3.5928 11.5691
O 1.1839 -2.7204 10.5454
C 2.2905 -3.1550 9.9177
O 2.8835 -4.1835 10.1484
O 2.6235 -2.2458 8.9875
C 3.7915 -2.5777 8.2342
H -0.1833 -3.1433 12.0051
H 0.4376 -4.5648 11.1516
H 1.4582 -3.7062 12.3563
H 3.6436 -3.5063 7.6845
H 4.6640 -2.6498 8.8881
H 3.9651 -1.7762 7.5155
C -0.2561 -7.9602 15.7112
O 0.2148 -7.0850 14.6882
C 1.3215 -7.5177 14.0588
O 1.9125 -8.5441 14.2898
O 1.6535 -6.6072 13.1283
C 2.8196 -6.9350 12.3736
H -1.1491 -7.5120 16.1485
H -0.5268 -8.9321 15.2926
H 0.4941 -8.0733 16.4971
H 2.6722 -7.8656 11.8209
H 3.6932 -7.0068 13.0255
H 2.9904 -6.1306 11.6552
C -2.9791 11.2841 -5.0956
O -3.8542 10.2693 -4.6075
C -3.5669 9.0335 -5.0517
O -2.6643 8.7403 -5.7975
O -4.4600 8.1824 -4.5201
C -4.2746 6.8218 -4.9086
H -3.3042 12.2358 -4.6737
H -1.9526 11.0958 -4.7729
H -3.0358 11.3512 -6.1844
H -3.3001 6.4566 -4.5787
H -4.3834 6.7115 -5.9901
H -5.0482 6.2262 -4.4225

Output
* frontier orbital gap: 0.2612 Eh
* highest occupied orbital energy: -8.416 eV
* total charge: 0
* E_tot: -6669.6571 Ha
* structure (SMILES): CCOCCCCC[C@]1(CCCCCN)[C@H](Br)OC(=O)[C@H]1CCCSC(=S)N(c1ccccc1)c1ccccc1.COC(=O)OC.COC(=O)OC.COC(=O)OC.COC(=O)OC.COC(=O)OC
* LUMO energy: -1.309 eV

***

Entry 7:
A structure of composition C9H13N4RhS6, computed with ωB97M-V/def2-TZVPD.

Element x y z (Å)
Rh -0.2480 -2.2612 -0.4837
S 5.3276 -0.7565 3.8402
C 4.0712 -1.2492 2.9094
S 2.4184 -0.7842 3.2292
C 1.7228 -1.5215 1.8107
C 2.5757 -2.1351 0.9475
S 2.0395 -2.9013 -0.4973
S 4.2687 -2.0968 1.3958
S 0.0251 -1.4727 1.5325
C 1.7360 1.8307 -0.1348
N 0.3284 1.8518 -0.4691
C -0.1465 3.1031 -1.0206
C -0.3556 0.6929 -0.6742
N 0.2912 -0.4199 -0.9265
N -1.7071 0.7402 -0.6224
C -2.5079 -0.3345 -1.1594
C -2.3914 1.5634 0.3611
H 1.9716 2.7552 0.3936
H 2.3784 1.7709 -1.0227
H 1.9499 0.9919 0.5301
H 0.5685 3.4705 -1.7615
H -0.2562 3.8569 -0.2370
H -1.1046 2.9544 -1.5095
H 1.2769 -0.2822 -1.1099
H -2.0539 -0.7172 -2.0775
H -3.4946 0.0601 -1.3984
H -2.6375 -1.1645 -0.4388
H -1.6717 2.1133 0.9596
H -2.9722 0.9210 1.0247
H -3.0712 2.2666 -0.1245
S -4.1248 -4.8215 -0.9987
C -2.6509 -4.2267 -1.0928
N -1.5557 -3.7980 -1.1749

Output
* frontier orbital gap (spin up / spin down): 0.2057 / 0.2056 Eh
* highest occupied orbital energy (spin up / spin down): -7.559 / -7.559 eV
* total charge: 0
* E_tot: -3069.4223 Ha
* LUMO energy (spin up / spin down): -1.962 / -1.963 eV